1.
{
  "formula": "C33H56O11S3",
  "method": "wB97M-V/def2-TZVPD",
  "smiles": "CCC[C@@H](C)[C@]1(C[C@H](C)OCc2ccccc2)OS(=O)(=O)O[C@@H]1CCCCCCOC(C)=O.O=S1(=O)CCCC1.O=S1(=O)CCCC1",
  "lumo_ev": -0.277,
  "homo_lumo_gap_ev": 8.137,
  "symbols": ["C", "C", "C", "C", "C", "C", "C", "C", "C", "O", "C", "C", "C", "C", "C", "C", "C", "O", "S", "O", "O", "O", "C", "C", "C", "C", "C", "C", "C", "O", "C", "C", "O", "H", "H", "H", "H", "H", "H", "H", "H", "H", "H", "H", "H", "H", "H", "H", "H", "H", "H", "H", "H", "H", "H", "H", "H", "H", "H", "H", "H", "H", "H", "H", "H", "H", "H", "H", "H", "H", "H", "H", "H", "O", "S", "O", "C", "C", "C", "C", "H", "H", "H", "H", "H", "H", "H", "H", "O", "S", "O", "C", "C", "C", "C", "H", "H", "H", "H", "H", "H", "H", "H"],
  "positions_angstrom": [[4.159, 0.638, 2.293], [3.013, -0.349, 1.579], [2.762, -1.600, 2.621], [1.770, -2.776, 2.065], [1.790, -3.973, 3.234], [0.229, -2.323, 1.756], [-0.413, -3.561, 0.883], [-0.098, -3.494, -0.734], [-1.235, -4.502, -1.437], [1.232, -3.991, -1.120], [1.561, -3.684, -2.521], [2.725, -2.540, -2.724], [2.564, -1.044, -2.033], [3.666, 0.187, -2.226], [4.969, -0.141, -3.182], [5.162, -1.647, -3.856], [4.066, -2.883, -3.663], [-0.057, -1.098, 0.993], [-1.726, -0.735, 1.322], [-2.013, 0.785, 1.549], [-2.450, -1.094, 0.001], [-2.115, -1.745, 2.684], [-0.720, -2.091, 3.115], [-0.253, -0.812, 4.024], [-1.454, -0.019, 4.803], [-0.731, 1.317, 5.506], [-0.982, 2.626, 4.507], [0.181, 2.822, 3.369], [-0.197, 4.129, 2.396], [1.014, 4.656, 1.702], [1.765, 5.554, 2.603], [3.180, 5.057, 3.339], [1.411, 6.834, 2.874], [5.154, 0.025, 2.359], [3.793, 1.099, 3.305], [4.315, 1.533, 1.519], [3.501, -0.767, 0.601], [2.080, 0.340, 1.409], [2.486, -1.190, 3.698], [3.833, -2.111, 2.761], [2.329, -3.270, 1.134], [2.613, -4.766, 2.908], [0.766, -4.581, 3.262], [2.060, -3.565, 4.298], [-1.602, -3.636, 0.967], [-0.031, -4.637, 1.233], [-0.273, -2.448, -1.226], [-1.742, -5.170, -0.587], [-2.077, -3.812, -1.928], [-0.746, -5.226, -2.214], [1.906, -4.675, -3.086], [0.617, -3.299, -3.139], [1.616, -0.807, -1.363], [3.493, 1.227, -1.718], [5.758, 0.714, -3.380], [6.107, -1.831, -4.520], [4.215, -3.938, -4.157], [-0.759, -2.992, 3.876], [0.446, -0.129, 3.361], [0.462, -1.252, 4.873], [-1.859, -0.668, 5.710], [-2.297, 0.419, 4.120], [0.453, 1.170, 5.515], [-1.138, 1.516, 6.600], [-2.014, 2.573, 3.932], [-1.039, 3.607, 5.180], [1.255, 3.055, 3.793], [0.296, 1.915, 2.621], [-0.935, 3.803, 1.517], [-0.770, 4.935, 3.020], [3.011, 5.211, 4.500], [3.302, 3.882, 3.179], [4.125, 5.629, 2.938], [-2.320, -4.928, -3.972], [-3.067, -4.001, -4.797], [-2.552, -2.695, -5.156], [-3.572, -4.847, -6.281], [-4.911, -5.473, -5.920], [-5.670, -4.404, -5.135], [-4.704, -3.818, -4.106], [-2.817, -5.582, -6.568], [-3.688, -4.098, -7.070], [-5.460, -5.790, -6.811], [-4.754, -6.355, -5.286], [-6.001, -3.615, -5.822], [-6.562, -4.814, -4.651], [-4.905, -2.759, -3.924], [-4.739, -4.372, -3.164], [-1.040, 8.633, -3.145], [-1.879, 7.990, -2.156], [-3.167, 8.527, -1.764], [-2.086, 6.281, -2.617], [-0.912, 5.570, -1.961], [-0.800, 6.165, -0.558], [-0.900, 7.683, -0.693], [-2.093, 6.185, -3.704], [-3.038, 5.936, -2.202], [-1.063, 4.487, -1.932], [0.009, 5.769, -2.521], [-1.625, 5.794, 0.063], [0.135, 5.873, -0.068], [-1.392, 8.133, 0.173], [0.083, 8.138, -0.842]]
}



2.
{
  "formula": "C18H37N2O2P3STc",
  "method": "wB97M-V/def2-TZVPD",
  "relative_energy_kj_mol": 0.0,
  "charge": 4,
  "lumo_ev": [-13.464, -15.053],
  "homo_lumo_gap_ev": [7.466, 5.895],
  "spin_multiplicity": 4,
  "s_squared": 3.774,
  "symbols": ["P", "C", "H", "H", "H", "C", "H", "H", "H", "C", "H", "H", "H", "P", "C", "H", "H", "H", "C", "H", "H", "H", "C", "H", "H", "H", "P", "C", "H", "H", "H", "C", "H", "H", "H", "C", "H", "H", "H", "Tc", "C", "O", "C", "O", "C", "C", "C", "C", "C", "C", "H", "H", "H", "H", "H", "H", "N", "C", "N", "S", "H", "H", "H", "H"],
  "positions_angstrom": [[-0.945, -2.125, -2.289], [-1.905, -3.550, -1.624], [-2.081, -4.297, -2.415], [-2.854, -3.190, -1.205], [-1.308, -3.987, -0.810], [-1.997, -1.658, -3.733], [-1.390, -1.093, -4.463], [-2.822, -1.022, -3.371], [-2.384, -2.582, -4.193], [0.317, -3.112, -3.214], [-0.143, -3.622, -4.071], [0.775, -3.849, -2.540], [1.118, -2.452, -3.575], [3.230, 0.025, 1.398], [2.855, -1.070, 2.810], [3.767, -1.339, 3.366], [2.366, -1.990, 2.452], [2.149, -0.551, 3.475], [4.637, -0.705, 0.504], [5.019, 0.000, -0.248], [4.331, -1.619, -0.024], [5.444, -0.949, 1.211], [3.906, 1.570, 2.065], [4.935, 1.420, 2.410], [3.285, 1.908, 2.904], [3.894, 2.358, 1.299], [-1.998, 2.286, 0.658], [-3.063, 2.116, 2.154], [-3.607, 3.054, 2.348], [-2.402, 1.885, 3.005], [-3.761, 1.281, 2.010], [-1.558, 4.070, 0.900], [-2.432, 4.609, 1.295], [-1.235, 4.532, -0.044], [-0.728, 4.140, 1.619], [-3.255, 2.523, -0.665], [-3.764, 3.483, -0.486], [-3.958, 1.680, -0.635], [-2.738, 2.544, -1.639], [1.343, 0.402, 0.146], [1.257, -1.525, 0.039], [1.162, -2.704, -0.002], [0.630, 1.076, 1.801], [0.234, 1.570, 2.795], [1.704, 2.589, -0.947], [0.464, 2.433, -1.554], [0.211, 1.305, -2.327], [1.233, 0.416, -2.660], [2.498, 0.578, -2.115], [2.730, 1.653, -1.223], [1.891, 3.411, -0.262], [-0.301, 3.184, -1.405], [-0.785, 1.137, -2.702], [1.052, -0.391, -3.361], [3.311, -0.108, -2.344], [3.748, 1.885, -0.916], [-1.439, -2.072, 2.625], [-2.495, -1.700, 1.890], [-3.695, -2.071, 2.373], [-2.331, -0.798, 0.452], [-1.531, -2.619, 3.473], [-0.499, -1.865, 2.326], [-4.505, -1.885, 1.802], [-3.812, -2.744, 3.131]]
}